The molecule C19H24N2O3S in a non-equilibrium geometry. Source: the OMol25 dataset; level of theory: ωB97M-V with the def2-TZVPD basis set.

```
49
Properties=species:S:1:pos:R:3:forces:R:3
C -5.417 -0.164 2.267 0.2 -0.1 -0.3
C -5.227 -1.224 1.193 -0.5 0.0 0.3
O -4.286 -0.788 0.209 0.2 -0.1 0.0
C -4.742 0.010 -0.758 0.2 0.1 -0.2
O -5.896 0.295 -0.929 0.0 0.1 0.0
C -3.604 0.503 -1.645 -0.2 0.1 -0.1
N -2.328 -0.088 -1.341 0.3 -0.3 0.0
C -1.535 0.441 -0.358 0.1 0.1 -0.1
S -1.903 1.903 0.332 -0.2 0.7 0.3
N -0.419 -0.243 -0.025 -0.3 -0.1 -0.2
C 0.364 0.138 1.135 0.0 0.2 0.4
C 1.681 0.776 0.782 0.1 0.0 0.1
C 2.830 0.461 1.493 -0.2 0.1 0.0
C 4.044 1.034 1.158 0.1 0.2 -0.1
C 4.139 1.935 0.109 0.1 -0.1 0.1
C 5.450 2.554 -0.270 0.0 0.0 0.0
C 2.981 2.266 -0.586 -0.1 0.0 0.0
C 1.767 1.699 -0.253 0.0 0.1 0.1
C 0.003 -1.448 -0.730 0.2 -0.2 0.1
C 1.487 -1.601 -0.760 0.0 0.2 -1.0
C 2.416 -1.172 -1.661 -0.6 -0.3 0.4
C 3.670 -1.612 -1.176 -0.1 -0.3 0.5
C 3.420 -2.284 -0.017 0.7 0.2 -0.5
C 4.326 -2.972 0.940 -0.4 0.1 0.0
O 2.094 -2.287 0.236 -0.2 -0.2 0.3
H -4.456 0.109 2.697 0.1 0.0 0.1
H -6.065 -0.547 3.049 -0.1 0.0 0.1
H -5.869 0.725 1.834 0.0 0.1 0.0
H -6.179 -1.445 0.698 0.2 -0.1 0.1
H -4.799 -2.139 1.608 -0.1 0.1 -0.1
H -3.864 0.315 -2.690 -0.1 0.0 0.1
H -3.523 1.586 -1.493 -0.1 -0.3 -0.1
H -2.316 -1.093 -1.433 0.1 0.1 0.0
H -0.239 0.850 1.710 0.1 -0.3 -0.1
H 0.533 -0.755 1.746 0.0 0.0 0.0
H 2.774 -0.239 2.314 0.0 -0.1 0.1
H 4.930 0.770 1.719 0.1 0.0 0.0
H 5.439 3.622 -0.054 0.1 0.1 0.0
H 6.270 2.099 0.280 0.1 0.0 0.0
H 5.635 2.434 -1.337 0.1 0.0 -0.1
H 3.034 2.978 -1.397 0.0 0.1 -0.1
H 0.876 1.971 -0.799 -0.1 0.0 -0.1
H -0.338 -1.388 -1.766 0.0 -0.1 0.1
H -0.431 -2.335 -0.245 0.0 0.0 -0.2
H 2.231 -0.605 -2.550 -0.1 0.2 -0.2
H 4.626 -1.447 -1.628 0.3 0.0 0.0
H 4.304 -2.475 1.909 0.1 0.0 0.1
H 5.342 -2.953 0.557 0.1 0.0 0.0
H 4.015 -4.005 1.085 0.1 -0.1 0.0
```
Positions in Å, forces in eV/Å.

The total charge is 0. The calculation puts the electronic energy at -1471.84117 hartree. Its HOMO energy is -8.067 eV. The value obtained for the largest force on an atom is 0.020 Eh/bohr. The calculation puts the orbital gap at 8.6 eV. The energy above the lowest of the compared OMol25 structures with the same formula, charge and spin is 14.4 kcal per mole. The molar mass comes out at 360.5 g mol⁻¹.

The molecule C3H5N3. Source: the OMol25 dataset; level of theory: ωB97M-V with the def2-TZVPD basis set.

```
11
Properties=species:S:1:pos:R:3:forces:R:3
C 0.516 0.034 -1.221 0.2 0.2 -0.2
C 0.737 0.096 0.322 0.0 -0.2 -0.2
N -0.077 -1.029 0.709 -0.5 0.1 0.3
C -1.164 -0.478 1.069 0.1 -0.4 0.1
N -1.074 0.957 1.238 0.3 0.1 -0.2
N 0.065 1.295 0.850 -0.4 -0.2 -0.2
H -0.345 0.667 -1.454 0.3 0.0 -0.1
H 0.255 -0.988 -1.518 0.3 0.3 0.1
H 1.403 0.350 -1.758 0.0 0.2 -0.1
H 1.794 0.092 0.615 -0.4 -0.2 0.0
H -2.111 -0.997 1.149 0.1 0.1 0.5
```
Positions in Å, forces in eV/Å.

The total charge is 0. The calculation puts the electronic energy at -281.51609 hartree. Its HOMO energy is -10.168 eV. The value obtained for the largest force on an atom is 0.012 Eh/bohr. The calculation puts the orbital gap at 10.1 eV. The energy above the lowest of the compared OMol25 structures with the same formula, charge and spin is 46.4 kcal per mole. The molar mass comes out at 83.1 g mol⁻¹.

A cluster of 9 separate species, C6H32N2O8 in total in a non-equilibrium geometry. Source: the OMol25 dataset; level of theory: ωB97M-V with the def2-TZVPD basis set.

```
48
Properties=species:S:1:pos:R:3:forces:R:3
C -0.455 3.740 0.181 -0.4 -4.0 -1.1
C -0.899 3.170 -1.210 -0.2 0.8 0.4
C -1.541 1.730 -1.128 -0.5 1.7 1.7
C -0.519 0.622 -1.199 1.5 -2.6 -0.3
N 0.343 0.330 0.053 0.1 1.6 -3.0
C 0.389 0.786 -2.462 1.5 -2.3 1.3
N 1.078 -0.517 -2.743 0.9 2.6 5.3
C 2.526 -0.577 -2.586 0.2 -3.1 1.8
H -1.227 4.243 0.622 -1.9 1.2 1.5
H 0.371 4.346 0.088 1.8 1.5 -0.2
H -0.174 2.832 0.776 -0.3 1.1 0.0
H -1.576 3.944 -1.722 1.0 -1.3 0.5
H 0.079 3.132 -1.679 -0.3 -0.1 -1.0
H -2.469 1.707 -1.746 1.1 -0.6 -0.1
H -1.923 1.622 -0.106 -0.3 0.3 -0.2
H -0.933 -0.445 -1.354 0.0 1.9 -0.1
H 0.657 1.189 0.445 0.0 0.6 0.4
H -0.066 -0.231 0.742 -1.1 -0.6 1.2
H -0.346 0.921 -3.224 -0.1 0.8 -1.0
H 1.253 1.482 -2.421 -1.2 0.5 0.1
H 0.849 -0.804 -3.584 -1.3 -1.8 -5.0
H 2.697 -1.700 -2.707 0.4 1.4 -0.7
H 3.123 0.026 -3.266 0.1 0.1 0.0
H 2.919 -0.600 -1.502 -1.0 1.1 -1.6
O 0.180 -4.299 1.605 -4.8 -3.0 2.1
H 0.804 -3.764 1.265 2.9 3.2 -1.8
H -0.691 -3.832 1.459 1.9 -0.7 0.1
O -2.696 -1.837 0.400 -6.2 -0.4 2.5
H -2.970 -2.330 1.207 1.9 0.2 -1.4
H -1.924 -1.716 -0.046 4.3 -0.7 -0.8
O 3.226 1.016 1.338 0.1 -0.1 -2.1
H 2.307 0.907 1.050 0.4 -0.2 0.4
H 3.260 1.040 2.269 -0.4 0.0 1.7
O 1.207 -0.636 3.345 -2.0 0.1 0.8
H 0.237 -0.592 3.671 2.2 -0.1 -0.9
H 1.725 -0.973 4.087 -0.2 0.0 -0.1
O 2.873 -2.342 0.101 0.2 2.6 -0.7
H 3.032 -1.490 0.605 -0.3 -1.6 -0.5
H 2.867 -3.062 0.692 0.2 -1.0 1.4
O -1.738 -0.034 3.057 -3.0 -2.5 3.0
H -2.540 -0.585 3.553 3.3 2.3 -1.6
H -2.094 -0.069 2.181 -0.2 0.3 -1.3
O -0.073 -2.352 -0.075 0.0 0.1 -0.5
H 0.569 -1.652 -0.246 0.3 0.5 0.0
H 0.236 -3.012 -0.699 -0.2 -0.4 -0.2
O -3.844 0.438 0.536 0.2 5.2 2.1
H -4.377 0.673 -0.179 -1.3 0.5 -1.7
H -3.736 -0.443 0.557 0.7 -5.1 -0.4
```
Positions in Å, forces in eV/Å.

The total charge is 0. The calculation puts the electronic energy at -959.08816 hartree. Its HOMO energy is -8.648 eV. The value obtained for the largest force on an atom is 0.130 Eh/bohr. The calculation puts the orbital gap at 8.8 eV. The energy above the lowest of the compared OMol25 structures with the same formula, charge and spin is 115.2 kcal per mole. The molar mass comes out at 260.3 g mol⁻¹.

The molecule C2H9N3O2 in a non-equilibrium geometry. Source: the OMol25 dataset; level of theory: ωB97M-V with the def2-TZVPD basis set.

```
16
Properties=species:S:1:pos:R:3:forces:R:3
N -2.120 0.703 0.061 0.3 -0.1 -0.1
C -1.230 -0.235 -0.615 0.9 0.1 0.0
C 0.344 0.153 -0.527 -1.6 0.0 0.4
N 0.671 1.073 0.557 -0.1 -0.3 -0.1
N 1.145 -1.054 -0.381 2.2 0.3 0.2
O 0.821 -1.647 0.902 0.3 0.2 -1.1
O 2.579 -0.561 -0.285 -2.3 -0.8 0.1
H -1.931 0.692 1.061 -0.1 0.1 -0.2
H -1.967 1.648 -0.282 -0.2 -0.1 0.1
H -1.489 -0.283 -1.678 0.0 0.1 0.2
H -1.419 -1.230 -0.202 0.3 0.2 0.0
H 0.596 0.638 -1.476 0.3 -0.3 0.2
H 0.523 0.557 1.425 -0.2 0.5 0.0
H 0.054 1.879 0.498 0.3 -0.1 0.4
H 0.956 -2.590 0.698 0.0 0.5 0.2
H 2.467 0.259 0.242 0.1 -0.2 -0.2
```
Positions in Å, forces in eV/Å.

The total charge is 0. The calculation puts the electronic energy at -396.23373 hartree. Its HOMO energy is -9.608 eV. The value obtained for the largest force on an atom is 0.048 Eh/bohr. The calculation puts the orbital gap at 10.3 eV. The energy above the lowest of the compared OMol25 structures with the same formula, charge and spin is 91.6 kcal per mole. The molar mass comes out at 107.1 g mol⁻¹.

A structure of composition C15H14BrCl3N2O3Os in a non-equilibrium geometry. Source: the OMol25 dataset; level of theory: ωB97M-V with the def2-TZVPD basis set.

```
39
Properties=species:S:1:pos:R:3:forces:R:3
Os 0.216 -0.184 0.202 -1.5 1.9 0.0
Cl -2.829 -3.966 5.299 0.0 -0.1 0.2
C -2.370 -3.215 3.856 0.1 0.1 -0.4
C -1.372 -2.232 3.880 0.1 0.0 0.3
C -1.045 -1.641 2.695 -0.3 0.0 -0.5
Cl 0.219 -0.463 2.551 0.3 0.0 0.6
C -1.672 -1.946 1.473 -0.2 -0.4 0.6
O -1.355 -1.283 0.377 0.7 0.2 -0.6
C -2.639 -2.980 1.473 0.2 0.3 -0.2
Cl -3.330 -3.457 -0.007 -0.1 0.0 -0.1
C -2.976 -3.598 2.653 -0.1 -0.1 0.2
H -0.877 -1.968 4.804 0.0 0.0 0.0
H -3.711 -4.392 2.651 0.0 0.0 0.0
N 0.103 -0.101 -1.902 0.3 -0.5 0.1
C -1.024 0.745 -2.324 -0.2 0.2 -0.1
C -0.955 2.002 -1.507 -0.1 0.2 -0.2
N -1.049 1.613 -0.066 1.0 -1.3 -0.2
H 0.985 0.296 -2.232 0.0 -0.1 0.0
H 0.021 -1.022 -2.330 0.0 0.0 0.0
H -1.950 0.207 -2.119 0.0 0.0 -0.1
H -0.983 0.976 -3.389 0.0 -0.1 0.0
H -1.767 2.668 -1.800 0.0 0.1 0.3
H -0.007 2.521 -1.649 0.0 0.0 0.0
H -2.010 1.348 0.148 0.0 0.0 0.2
H -0.794 2.400 0.527 0.0 -0.1 0.2
Br 8.741 -0.078 -1.342 0.0 0.1 0.0
C 6.984 0.081 -0.717 0.1 -0.1 0.0
C 6.755 0.185 0.652 0.0 0.0 0.0
C 5.457 0.252 1.113 0.0 0.0 0.0
C 4.390 0.220 0.210 -0.2 0.0 -0.3
C 4.636 0.135 -1.163 0.0 0.1 0.0
C 5.934 0.064 -1.628 -0.1 0.0 -0.1
C 3.038 0.210 0.763 0.8 -0.1 0.6
O 2.786 0.087 1.932 -0.4 0.2 -0.1
O 2.010 0.322 -0.179 -0.4 -0.4 -0.4
H 7.589 0.207 1.339 0.0 0.0 0.0
H 5.243 0.317 2.171 0.1 0.0 0.0
H 3.812 0.113 -1.862 0.0 0.0 0.0
H 6.143 -0.009 -2.686 0.0 0.0 0.0
```
Positions in Å, forces in eV/Å.

The total charge is +2. The calculation puts the electronic energy at -4959.88577 hartree. Its HOMO energy (spin up / spin down) is -13.743 / -13.742 eV. The value obtained for the largest force on an atom is 0.046 Eh/bohr. The calculation puts the orbital gap (spin up / spin down) at 4.0 / 4.0 eV. The energy above the lowest of the compared OMol25 structures with the same formula, charge and spin is 37.6 kcal per mole. The molar mass comes out at 646.8 g mol⁻¹.

A cluster of 2 separate species, C3H6ClN2 in total in a non-equilibrium geometry. Source: the OMol25 dataset; level of theory: ωB97M-V with the def2-TZVPD basis set.

```
12
Properties=species:S:1:pos:R:3:forces:R:3
C -0.929 -2.100 -0.037 1.6 2.5 -0.9
C 1.027 -0.640 0.039 1.4 -0.1 -0.7
C 1.915 1.558 -0.333 -1.1 1.3 1.8
N -0.001 -1.257 0.084 -0.3 0.1 0.6
N 1.618 0.548 0.402 -0.6 -1.4 0.3
Cl -2.767 0.986 -0.533 0.3 -0.1 -0.2
H -1.147 -2.835 0.592 -0.4 -2.7 3.3
H -1.482 -2.080 -0.886 -1.6 0.4 -2.6
H -3.739 1.242 0.247 -0.2 0.1 0.2
H 1.133 1.687 -1.001 -0.5 0.5 -2.6
H 2.360 2.442 0.118 0.6 -0.6 -0.1
H 2.011 0.448 1.309 0.9 0.0 1.1
```
Positions in Å, forces in eV/Å.

The total charge is +1. The calculation puts the electronic energy at -687.19009 hartree. Its HOMO energy (spin up / spin down) is -13.084 / -13.086 eV. The value obtained for the largest force on an atom is 0.083 Eh/bohr. The calculation puts the orbital gap (spin up / spin down) at 7.6 / 7.6 eV. The energy above the lowest of the compared OMol25 structures with the same formula, charge and spin is 106.8 kcal per mole. The molar mass comes out at 105.5 g mol⁻¹.